No. 1
A cluster of 3 separate species, C4H13NO2 in total at a distorted geometry, computed with ωB97M-V/def2-TZVPD.

The calculation puts the HOMO energy (alpha / beta) at 1.005 / -5.704 eV. Its expectation value of S² is 0.75. The energy above the lowest of the compared OMol25 structures with the same formula, charge and spin is 225.0 kJ/mol. Its total energy is -9940.4653 eV. For the frontier orbital gap (alpha / beta), the calculation gives 0.0970 / 0.3426 Ha. The total charge is -1. Its multiplicity is 2.

Last column: natural (NBO) charge in e.
Cartesian coordinates (Å):
N1 -1.95771 0.62343 -0.16014  -0.884
C1 -0.99190 -0.21454 -0.80500  -0.558
C2 0.23759 -3.52442 0.79930  -0.641
C3 0.16736 -2.05219 0.53329  -0.275
C4 -0.94258 -1.46960 -0.06633  -0.126
H1 -2.70656 0.00567 0.04307  0.327
H2 -2.54593 1.20387 -0.84188  0.237
H3 -1.10129 -0.57408 -1.83347  0.154
H4 -0.05063 0.34346 -0.73749  0.184
H5 -0.86640 -3.74446 0.79403  0.200
H6 0.78842 -3.81075 1.73251  0.200
H7 0.63908 -4.13205 -0.05629  0.199
H8 1.09561 -1.67755 0.03258  0.180
H9 -1.97943 -2.00858 0.01804  0.153
H10 2.86758 1.45116 -1.11992  0.440
H11 3.05145 2.90994 -1.30256  0.432
O1 3.51600 2.17550 -0.79543  -1.002
H12 -1.14031 3.01778 0.30708  0.435
H13 -0.54055 3.86064 1.40946  0.425
O2 -0.34473 3.11892 0.78395  -1.079

No. 2
The molecule FHN2O3 at a distorted geometry, computed with ωB97M-V/def2-TZVPD.

The calculation puts the HOMO energy at -10.149 eV. The energy above the lowest of the compared OMol25 structures with the same formula, charge and spin is 192.0 kJ/mol. Its total energy is -11848.7556 eV. For the frontier orbital gap, the calculation gives 0.3194 Ha. The SMILES is O=N[N@+]([O-])(O)F.

Last column: natural (NBO) charge in e.
Cartesian coordinates (Å):
O1 -0.20651 -1.83600 -1.25541  -0.114
N1 -0.77079 -1.05113 -0.66538  0.370
N2 0.08481 0.32978 -0.06691  0.570
O2 1.23631 0.51090 -0.35071  -0.416
O3 -0.22575 0.11271 1.26492  -0.524
F1 -0.69123 1.59073 -0.67214  -0.379
H1 0.57316 0.34300 1.74563  0.493

No. 3
A cluster of 2 separate species, C8H16O2 in total at a distorted geometry, computed with ωB97M-V/def2-TZVPD.

The calculation puts the HOMO energy at -9.617 eV. The energy above the lowest of the compared OMol25 structures with the same formula, charge and spin is 252.9 kJ/mol. Its total energy is -12648.7605 eV. For the frontier orbital gap, the calculation gives 0.3850 Ha. The SMILES is C1CCOC1.C1CCOC1.

Last column: natural (NBO) charge in e.
Cartesian coordinates (Å):
C1 2.69113 3.43337 -0.83042  -0.429
C2 4.16957 3.41656 -0.40379  -0.445
C3 4.69857 2.00633 -0.71693  -0.069
O1 3.52524 1.25395 -1.10885  -0.548
C4 2.43988 2.09170 -1.57666  -0.066
H1 2.38675 4.33156 -1.40144  0.214
H2 2.06701 3.38759 0.08273  0.204
H3 4.39916 3.73951 0.62986  0.220
H4 4.65327 4.13284 -1.09546  0.207
H5 5.06022 1.45326 0.17119  0.185
H6 5.44576 1.87423 -1.52297  0.176
H7 2.35426 2.19815 -2.67519  0.166
H8 1.49573 1.64743 -1.20696  0.185
C5 -3.02843 -1.94499 0.34242  -0.441
C6 -3.68653 -1.98493 1.67682  -0.424
C7 -3.85417 -3.45032 1.93325  -0.080
O2 -4.33021 -3.91068 0.64054  -0.535
C8 -3.41800 -3.24974 -0.32003  -0.082
H9 -1.93060 -1.84206 0.44051  0.206
H10 -3.40451 -1.04867 -0.18732  0.211
H11 -4.67167 -1.52662 1.46488  0.201
H12 -3.18031 -1.35851 2.43629  0.215
H13 -4.52578 -3.66596 2.78642  0.200
H14 -2.85588 -3.86099 2.17861  0.156
H15 -2.58765 -3.97319 -0.43227  0.175
H16 -3.91280 -3.14981 -1.30523  0.196

No. 4
A cluster of 2 separate species, C11H16N2OSi in total at a distorted geometry, computed with ωB97M-V/def2-TZVPD.

The calculation puts the HOMO energy (alpha / beta) at -6.511 / -8.496 eV. Its expectation value of S² is 2.02. Its total energy is -24566.9724 eV. For the frontier orbital gap (alpha / beta), the calculation gives 0.2199 / 0.2196 Ha. Its multiplicity is 3.

Last column: natural (NBO) charge in e.
Cartesian coordinates (Å):
C1 -2.69857 -2.32597 1.20434  -0.206
C2 -1.70826 -2.62926 0.27126  -0.259
C3 -2.43880 -1.31779 2.08933  -0.100
C4 -0.59185 -1.81367 0.07832  -0.154
C5 -1.12465 -0.64169 2.18055  -0.527
C6 -0.35027 -0.68200 0.80501  0.246
C7 -1.91957 1.93397 -0.48799  0.144
C8 -2.41802 1.48353 -1.74345  0.328
C9 1.21211 1.25382 -2.19745  -1.104
C10 2.69377 2.09200 0.39245  -1.123
C11 2.88150 -0.79001 -0.35503  -1.104
N1 -1.39123 1.99322 0.53380  -0.200
N2 0.30036 0.37569 0.50643  -0.836
O1 -1.91856 1.65657 -2.81915  -0.440
Si1 1.67153 0.68937 -0.41581  1.754
H1 -3.62180 -2.86236 1.31077  0.220
H2 -1.76266 -3.52803 -0.30895  0.211
H3 -3.26008 -0.95262 2.73535  0.197
H4 0.10140 -2.07679 -0.71333  0.211
H5 -0.36181 -1.13646 2.75038  0.237
H6 -1.36732 0.41146 2.49658  0.251
H7 -3.28216 0.79611 -1.65664  0.151
H8 0.44475 2.08113 -2.15290  0.241
H9 2.05411 1.69300 -2.73453  0.237
H10 0.74262 0.46528 -2.74330  0.228
H11 2.06786 2.52130 1.23938  0.243
H12 3.55583 1.74525 0.90535  0.227
H13 3.03925 2.98964 -0.26111  0.235
H14 3.69644 -0.67613 0.26446  0.234
H15 2.37778 -1.70525 0.08958  0.222
H16 3.37628 -1.04334 -1.26366  0.238

No. 5
A structure of composition C7H23MnO7 at a distorted geometry, computed with ωB97M-V/def2-TZVPD.

The calculation puts the HOMO energy (alpha / beta) at -12.057 / -12.057 eV. Its expectation value of S² is 8.75. The energy above the lowest of the compared OMol25 structures with the same formula, charge and spin is 6.7 kJ/mol. Its total energy is -53276.0820 eV. For the frontier orbital gap (alpha / beta), the calculation gives 0.2236 / 0.2174 Ha. The total charge is +1. Its multiplicity is 6.

Last column: natural (NBO) charge in e.
Cartesian coordinates (Å):
Mn1 2.74196 1.38953 -0.59105  1.692
C1 0.08687 -1.55516 -1.30489  -0.735
C2 1.03852 -0.40127 -1.23403  0.814
O1 0.65399 0.79379 -1.10934  -0.812
O2 2.30787 -0.60581 -1.14081  -0.808
H1 -0.91688 -1.17650 -1.48826  0.254
H2 0.12681 -2.08898 -0.35672  0.259
H3 0.32897 -2.24062 -2.11448  0.270
C3 -1.64914 0.86055 1.53469  -0.254
O3 -1.49569 1.83401 0.51982  -0.741
H4 -0.94208 1.00813 2.36408  0.156
H5 -2.65533 0.88566 1.93959  0.203
H6 -1.39976 -0.15278 1.19317  0.151
H7 -0.70588 1.59884 0.01460  0.482
C4 2.55341 -1.39932 2.78744  -0.260
O4 2.30968 -2.67065 2.22925  -0.699
H8 3.35689 -0.77793 2.38500  0.142
H9 1.59017 -0.86836 2.80647  0.154
H10 2.75396 -1.50386 3.85428  0.207
H11 2.12954 -2.56472 1.29037  0.461
C5 2.14239 3.26120 -2.96408  -0.276
O5 3.27830 2.72709 -2.22640  -0.833
H12 1.34322 2.53132 -3.04324  0.224
H13 1.73439 4.14126 -2.45617  0.201
H14 2.49165 3.61535 -3.93238  0.218
H15 4.04481 3.28464 -2.40871  0.531
C6 -3.15481 1.94251 -2.40358  -0.244
O6 -3.90865 2.28159 -1.25383  -0.714
H16 -3.01496 0.86274 -2.51657  0.152
H17 -3.64302 2.32895 -3.29729  0.188
H18 -2.17775 2.44328 -2.35181  0.141
H19 -3.40326 1.87494 -0.53750  0.474
C7 -1.07402 -3.36660 2.60422  -0.253
O7 -1.81897 -4.56466 2.37154  -0.708
H20 -0.24642 -3.42650 1.89372  0.169
H21 -1.55571 -2.41220 2.37279  0.151
H22 -0.66608 -3.39023 3.61312  0.177
H23 -2.58499 -4.49927 2.95698  0.465

No. 6
The molecule C15H18ClNO3, computed with ωB97M-V/def2-TZVPD.

The calculation puts the HOMO energy at -8.698 eV. The energy above the lowest of the compared OMol25 structures with the same formula, charge and spin is 0.0 kJ/mol. Its total energy is -36003.8385 eV. For the frontier orbital gap, the calculation gives 0.3357 Ha. The SMILES is CC1(C)C[C@H](CCC(=O)Nc2ccccc2Cl)C(=O)O1.

Last column: natural (NBO) charge in e.
Cartesian coordinates (Å):
C1 -5.07677 -0.09608 -1.51708  -0.619
C2 -4.24891 0.48649 -0.37718  0.262
C3 -4.95230 1.68978 0.25207  -0.627
C4 -2.80537 0.82422 -0.79784  -0.423
C5 -1.95476 0.38878 0.39448  -0.337
C6 -0.60713 -0.21596 -0.00452  -0.374
C7 0.25723 -0.58130 1.20663  -0.491
C8 1.57642 -1.14689 0.71266  0.692
O1 1.71116 -2.29533 0.36129  -0.601
N1 2.56672 -0.20496 0.66526  -0.637
C9 3.88615 -0.33884 0.24822  0.209
C10 4.43304 -1.54091 -0.19513  -0.262
C11 5.75538 -1.60578 -0.59297  -0.179
C12 6.56014 -0.48023 -0.55875  -0.227
C13 6.03561 0.72468 -0.12216  -0.215
C14 4.71445 0.78860 0.27453  -0.090
Cl1 4.07370 2.31457 0.81925  -0.014
C15 -2.87068 -0.60196 1.11778  0.798
O2 -2.56776 -1.34400 2.00706  -0.573
O3 -4.10898 -0.52647 0.63292  -0.490
H1 -4.61116 -1.00427 -1.89149  0.219
H2 -5.15321 0.62558 -2.32566  0.215
H3 -6.07390 -0.34228 -1.16312  0.221
H4 -4.34742 2.10681 1.05401  0.211
H5 -5.12590 2.45597 -0.49835  0.214
H6 -5.90706 1.37960 0.66827  0.223
H7 -2.69820 1.88105 -1.03239  0.223
H8 -2.52965 0.24369 -1.67981  0.214
H9 -1.78117 1.22390 1.08281  0.229
H10 -0.07675 0.50871 -0.63001  0.206
H11 -0.77211 -1.11699 -0.59888  0.221
H12 0.41531 0.29583 1.83614  0.198
H13 -0.25829 -1.34624 1.78732  0.269
H14 2.33853 0.73315 0.97366  0.410
H15 3.80496 -2.41554 -0.21973  0.263
H16 6.15863 -2.54747 -0.93209  0.217
H17 7.59205 -0.53248 -0.86860  0.218
H18 6.64798 1.61256 -0.08863  0.228